Entry 1:
Molecular formula: CH6OSi
Method: DFT, wB97M-V/def2-TZVPD

Atoms and positions in Å:
C -0.05681 0.81182 0.99993
O -0.56456 -0.31628 0.45314
Si -0.09832 -0.88847 -0.93628
H -0.36008 0.79495 2.04558
H -0.43579 1.78854 0.60271
H 1.59022 0.74998 0.75101
H -1.10534 -1.93339 -0.98307
H 1.45084 -1.08141 -0.75056
H -0.42016 0.07427 -2.18245

Summary:
Total charge: 0
Spin multiplicity: 3
LUMO energy (spin up / spin down) (eV): 1.0 / -2.7
HOMO-LUMO gap (spin up / spin down) (Ha): 0.2538 / 0.3095
Energy above the lowest of the compared OMol25 structures with the same formula, charge and spin (kcal/mol): 40.1
Max |F| (eV/A): 6.5
⟨S²⟩: 2.00



Entry 2:
Molecular formula: C5H15N2
Method: DFT, wB97M-V/def2-TZVPD

Atoms and positions in Å:
C 1.65702 0.48912 0.88606
C 0.23715 1.29766 0.97627
C -1.05103 0.46779 1.02086
C -1.17387 -0.94576 0.41103
C -1.14067 -1.06965 -1.12096
N -0.28030 -0.02214 -1.74853
N 1.85553 -0.27917 -0.29193
H 1.76632 -0.07623 1.90532
H 2.35769 1.33627 0.83012
H 0.05578 2.02050 0.13132
H 0.33600 1.94585 1.85088
H -1.46667 0.25010 1.93701
H -1.85863 1.14066 0.54611
H -2.21456 -1.44057 0.52479
H -0.49430 -1.70173 0.97307
H -0.65257 -2.05086 -1.28247
H -2.12300 -0.90219 -1.61759
H -0.14049 0.12013 -2.73334
H -0.72721 0.84596 -1.57112
H 1.31173 -1.11219 -0.07704
H 2.90325 -0.49952 -0.49567
H 0.84283 0.18596 -1.05418

Summary:
Total charge: +1
LUMO energy (eV): -2.8
HOMO-LUMO gap (Ha): 0.4274
Energy above the lowest of the compared OMol25 structures with the same formula, charge and spin (kcal/mol): 51.7
Max |F| (eV/A): 4.6



Entry 3:
Molecular formula: C11H12IN2O
Method: DFT, wB97M-V/def2-TZVPD

Atoms and positions in Å:
C 0.40009 -1.09701 3.03534
C 0.57976 0.22001 2.68632
C 0.08677 -1.72540 1.81330
C -0.00860 2.72619 -1.23471
C 0.03845 2.81350 0.91388
C -0.00753 1.44022 -0.86755
C 0.03453 1.48603 0.54691
C -0.15335 0.10814 -1.56127
C -0.68415 -0.87743 -0.44973
C 1.26704 -0.21596 -2.07475
C -0.91514 -2.24822 -0.83282
N 0.19534 0.41166 1.40348
N -0.03315 -0.80873 0.84654
O -0.02804 3.53865 -0.21172
I -2.91700 -0.20006 0.10041
H 0.85781 -1.61111 3.84635
H 0.88283 1.12384 3.34233
H -0.33055 -2.76456 1.55019
H -0.13392 3.30382 -2.19914
H -0.18667 3.26148 1.87643
H -0.76447 -0.03139 -2.43538
H 2.20134 -0.07138 -1.56764
H 1.52101 0.26433 -3.05053
H 1.25550 -1.25098 -2.43433
H -1.66028 -2.76483 -0.12274
H -0.04005 -2.80184 -1.02505
H -1.45758 -2.22899 -1.89410

Summary:
Total charge: +1
Spin multiplicity: 3
LUMO energy (spin up / spin down) (eV): -3.2 / -7.1
HOMO-LUMO gap (spin up / spin down) (Ha): 0.2575 / 0.1987
Energy above the lowest of the compared OMol25 structures with the same formula, charge and spin (kcal/mol): 0.0
Max |F| (eV/A): 4.5
⟨S²⟩: 2.01



Entry 4:
Molecular formula: C37H37N7O2Rb
Method: DFT, wB97M-V/def2-TZVPD

Atoms and positions in Å:
Rb -0.02906 -0.34100 0.18927
O -2.34559 -4.40820 -1.20075
C -1.86209 -3.25803 -1.04631
N -0.94888 -2.86876 -0.18872
C -0.53235 -3.92571 0.69387
C 0.29828 -3.48313 1.86831
C 1.19096 -4.38393 2.46254
C 1.89685 -4.00772 3.58833
C 1.71017 -2.72932 4.10331
C 0.81402 -1.89911 3.45114
N 0.12651 -2.25926 2.36942
C -2.39459 -2.17605 -1.97420
C -2.98171 -2.59186 -3.17274
C -3.54090 -1.65215 -4.01673
C -3.51600 -0.31461 -3.63936
C -2.91069 0.00676 -2.43606
N -2.35783 -0.88915 -1.62280
H 0.01407 -4.71242 0.15267
H -1.41951 -4.43134 1.11330
H 1.31316 -5.36994 2.03189
H 2.58361 -4.69906 4.06282
H 2.24206 -2.39257 4.98337
H 0.63742 -0.88731 3.80789
H -2.98960 -3.64872 -3.39742
H -4.00586 -1.95285 -4.94856
H -3.95199 0.45482 -4.26314
H -2.86519 1.04026 -2.10310
O 0.86692 2.46295 0.14061
C 0.53389 3.04420 -1.08481
C 1.80150 3.24292 -1.90972
C 2.45488 1.93046 -2.36751
C 1.62999 1.19027 -3.38488
C 1.50238 1.65090 -4.69418
C 0.69519 0.95535 -5.57955
C 0.04216 -0.18612 -5.13701
C 0.23639 -0.58246 -3.82460
N 1.00898 0.08540 -2.96931
H 0.03192 2.34533 0.73520
H 0.06852 4.03248 -0.94688
H -0.17907 2.42823 -1.66087
H 2.51380 3.78216 -1.28061
H 1.56991 3.86489 -2.78113
H 2.59542 1.28232 -1.50227
H 3.43298 2.16473 -2.79891
H 2.02731 2.54358 -5.01231
H 0.57654 1.29606 -6.60094
H -0.60715 -0.75100 -5.79261
H -0.24273 -1.47133 -3.42778
C 5.81722 -2.77369 1.71983
N 5.01008 -2.12910 0.70875
C 5.35696 -1.93242 -0.60655
C 4.28188 -1.32464 -1.19126
N 3.29096 -1.14499 -0.26659
C 3.75450 -1.63225 0.85497
H 6.85211 -2.79660 1.38733
H 5.48207 -3.79683 1.89701
H 5.75906 -2.21952 2.65543
H 6.31855 -2.23323 -0.98702
H 4.15048 -1.01458 -2.21541
H 3.21957 -1.65835 1.79431
N -1.12873 1.73294 1.70038
C -2.06582 2.22360 2.36734
C -3.05688 1.37583 3.14113
C -2.71148 0.08068 3.51797
C -3.61960 -0.73803 4.16916
C -4.90290 -0.28214 4.44502
C -5.26843 0.99735 4.05374
C -4.35248 1.81841 3.41017
C -2.26750 3.72729 2.48109
C -2.44353 4.35731 3.71258
C -2.50377 5.74096 3.80207
C -2.41121 6.52081 2.65806
C -2.24725 5.90334 1.42409
C -2.16729 4.52236 1.34231
H -1.72577 -0.28483 3.25629
H -3.33489 -1.74565 4.44976
H -5.61575 -0.92279 4.95044
H -6.27456 1.35432 4.24354
H -4.64863 2.81304 3.10051
H -2.52766 3.75233 4.60833
H -2.62272 6.21674 4.76928
H -2.46861 7.60079 2.72550
H -2.17350 6.50448 0.52469
H -2.01313 4.02932 0.38963

Summary:
Total charge: -1
LUMO energy (eV): 2.0
HOMO-LUMO gap (Ha): 0.2111
Energy above the lowest of the compared OMol25 structures with the same formula, charge and spin (kcal/mol): 15.9
Max |F| (eV/A): 0.6



Entry 5:
Molecular formula: C3H11NO3
Method: DFT, wB97M-V/def2-TZVPD

Atoms and positions in Å:
C -2.19547 -0.34767 -1.22383
N -0.79920 -0.01386 -1.04934
C 0.08377 -0.96075 -0.45205
C 0.41444 -2.20455 -1.20904
O 0.52988 -0.65004 0.61705
H -2.51917 0.31749 -1.95340
H -2.34254 -1.35467 -1.57484
H -2.65626 -0.14368 -0.29977
H -0.74658 0.89456 -0.60188
H -0.12569 -3.13547 -0.51041
H 1.46241 -2.40627 -1.25732
H 0.25801 -2.24907 -2.42139
O 1.13498 2.73565 -0.35702
H 1.20323 2.53720 0.60527
H 1.69035 1.95573 -0.70527
O 0.52902 0.79798 3.20788
H 0.68440 0.40184 2.33674
H 1.31877 1.28848 3.29377

Summary:
Total charge: 0
LUMO energy (eV): 0.6
HOMO-LUMO gap (Ha): 0.3705
Energy above the lowest of the compared OMol25 structures with the same formula, charge and spin (kcal/mol): 50.3
Max |F| (eV/A): 3.9
Structure (SMILES): CNC(C)=O.O.O



Entry 6:
Molecular formula: C3H7IN3
Method: DFT, wB97M-V/def2-TZVPD

Atoms and positions in Å:
C -2.42945 0.64675 -0.17730
C 0.12401 1.25365 0.11326
C 0.56224 -1.28504 -0.13890
N -1.01484 0.55575 -0.41928
N -3.19936 -0.31789 -0.02854
N -0.11792 -0.14423 0.44536
I -5.17839 -0.18840 0.09370
H -2.94492 1.64644 -0.38379
H 0.92112 1.28881 -0.65989
H -0.06922 1.81540 0.97898
H 1.63249 -1.64594 0.24312
H -0.18252 -2.24627 -0.16595
H 0.64619 -1.16722 -1.19597
H -0.50280 -0.42624 1.43442

Summary:
Total charge: +1
LUMO energy (eV): -3.7
HOMO-LUMO gap (Ha): 0.3342
Energy above the lowest of the compared OMol25 structures with the same formula, charge and spin (kcal/mol): 98.6
Max |F| (eV/A): 4.6



Entry 7:
Molecular formula: C4H8O3
Method: DFT, wB97M-V/def2-TZVPD

Atoms and positions in Å:
O -1.41219 -0.55178 -2.23094
C -0.66223 -0.05328 -1.20508
C 1.26810 0.59382 -0.81547
C 0.80216 0.53751 0.56104
O -0.15097 1.21535 0.94751
C 1.18370 -0.66074 1.43331
O -0.01550 -1.34386 1.74866
H -1.79953 -1.40570 -1.97563
H -0.69649 -0.72329 -0.35618
H -0.85666 0.99956 -1.10105
H 1.28242 1.60088 -1.23980
H 2.23515 0.09438 -0.97627
H 1.84570 -1.35731 0.91147
H 1.68943 -0.30899 2.34551
H -0.65056 -0.62389 1.90410

Summary:
Total charge: 0
LUMO energy (eV): 0.5
HOMO-LUMO gap (Ha): 0.3622
Energy above the lowest of the compared OMol25 structures with the same formula, charge and spin (kcal/mol): 92.6
Max |F| (eV/A): 0.9